(1)
Density functional theory data (ωB97M-V/def2-TZVPD) for a 9-piece molecular cluster, C37H86IN3O9 overall at a distorted geometry.

## Properties
- E (a.u.) = -2600.2746
- structure (SMILES) = CC[C@@](C#N)(CCCI)[C@](C#N)(CCO)CNC.CC(C)O.CC(C)O.CC(C)O.CC(C)O.CC(C)O.CC(C)O.CC(C)O.CC(C)O
- E_LUMO (eV) = 0.1
- E_HOMO (eV) = -9.7

CARTESIAN COORDINATES (ANGSTROEM)
C -2.2432 -1.7971 -1.3711
C -3.1737 -0.9197 -0.4003
C -3.6595 0.5076 -1.0499
C -3.7231 1.5129 0.2331
N -4.0665 2.3023 1.0753
C -2.4968 1.1703 -1.9910
C -1.0849 1.3461 -1.1791
C 0.1417 1.4926 -2.2640
I 1.4198 3.1242 -1.5970
C -5.0924 0.4011 -1.8005
C -5.1539 1.2807 -3.1705
N -4.9142 1.8438 -4.2209
C -6.3412 0.9287 -0.9059
C -6.5996 2.5365 -1.0662
O -7.6414 2.8467 -2.0207
C -5.4835 -1.1029 -2.2670
N -4.6602 -1.5850 -3.4492
C -4.5563 -3.0856 -3.4463
H -2.4390 -2.9382 -1.3166
H -2.2671 -1.5102 -2.4758
H -1.1424 -1.6512 -1.0263
H -2.5000 -0.6048 0.4938
H -4.0481 -1.4972 0.0828
H -2.3381 0.5824 -2.9621
H -2.7700 2.2560 -2.3042
H -0.8179 0.4392 -0.5387
H -1.1467 2.3367 -0.6006
H -0.3527 1.6464 -3.2851
H 0.7199 0.4884 -2.2378
H -6.2888 0.6015 0.1972
H -7.3178 0.4470 -1.3153
H -5.6229 3.1278 -1.2101
H -7.0055 2.8678 -0.0276
H -7.3060 3.4162 -2.7483
H -6.5673 -1.0182 -2.6853
H -5.5399 -1.8617 -1.4153
H -5.2066 -1.3345 -4.2894
H -5.3785 -3.5457 -4.1177
H -3.5418 -3.3613 -3.9374
H -4.5623 -3.5489 -2.3986
C 4.1390 0.3566 -4.9908
C 5.2985 1.1262 -4.3777
C 5.5139 0.7366 -2.9242
O 5.0343 2.5246 -4.4597
H 3.2045 0.5710 -4.4614
H 3.9880 0.6549 -6.0322
H 4.3193 -0.7215 -4.9581
H 6.2111 0.9330 -4.9491
H 4.6272 0.9637 -2.3229
H 6.3423 1.3053 -2.4924
H 5.7350 -0.3304 -2.8305
H 4.2279 2.7041 -3.9568
C -0.8818 4.1080 3.5746
C -2.0359 4.2681 4.5518
C -2.3376 2.9630 5.2708
O -3.1979 4.6997 3.8459
H -1.1222 3.3679 2.8042
H -0.6839 5.0506 3.0565
H 0.0303 3.7929 4.0885
H -1.7926 5.0436 5.2841
H -2.6284 2.1830 4.5594
H -3.1767 3.0897 5.9610
H -1.4694 2.6133 5.8359
H -3.4216 4.0191 3.1941
C -6.1073 -0.2457 5.9059
C -4.9889 -0.1207 4.8836
C -5.5272 -0.1644 3.4636
O -4.0567 -1.1838 5.0699
H -6.6337 -1.1998 5.7966
H -5.7030 -0.2234 6.9218
H -6.8313 0.5662 5.7995
H -4.4498 0.8175 5.0421
H -6.0333 -1.1155 3.2648
H -4.7091 -0.0846 2.7420
H -6.2336 0.6506 3.2840
H -4.5251 -2.0185 4.9317
C 6.8051 -3.7658 -2.4658
C 5.6505 -3.6046 -1.4901
C 5.3454 -4.9096 -0.7719
O 4.4907 -3.1711 -2.1967
H 6.5655 -4.5048 -3.2374
H 7.0053 -2.8229 -2.9832
H 7.7160 -4.0824 -1.9502
H 5.8943 -2.8297 -0.7570
H 5.0541 -5.6885 -1.4843
H 4.5059 -4.7815 -0.0827
H 6.2123 -5.2611 -0.2059
H 4.2667 -3.8510 -2.8486
C 4.9630 2.0978 1.7327
C 4.0471 0.8986 1.9207
C 4.3647 -0.2026 0.9219
O 2.6913 1.3079 1.7587
H 4.8417 2.5291 0.7334
H 4.7156 2.8860 2.4494
H 6.0116 1.8188 1.8673
H 4.1514 0.5125 2.9389
H 4.2224 0.1489 -0.1053
H 3.6913 -1.0533 1.0606
H 5.3956 -0.5504 1.0319
H 2.5898 1.6515 0.8596
C -6.9309 5.4360 7.9412
C -6.3979 4.0133 7.8779
C -6.1996 3.5602 6.4402
O -7.3133 3.1351 8.5301
H -7.9049 5.5106 7.4464
H -7.0796 5.7444 8.9799
H -6.2421 6.1375 7.4631
H -5.4479 3.9524 8.4167
H -7.1482 3.5694 5.8927
H -5.8275 2.5325 6.4092
H -5.4886 4.2057 5.9172
H -8.1573 3.1822 8.0604
C 10.3761 -2.0042 0.2466
C 9.2630 -1.4258 -0.6129
C 9.7144 -1.2398 -2.0530
O 8.8567 -0.1677 -0.0782
H 11.2415 -1.3338 0.2682
H 10.0411 -2.1212 1.2811
H 10.6992 -2.9790 -0.1289
H 8.3936 -2.0889 -0.5829
H 10.5568 -0.5427 -2.1114
H 8.9082 -0.8125 -2.6561
H 10.0176 -2.1915 -2.4978
H 9.6196 0.4262 -0.1005
C 1.3672 -4.6425 -4.3874
C 2.4869 -4.5202 -5.4094
C 1.9474 -4.5645 -6.8302
O 3.4174 -5.5852 -5.2217
H 0.8396 -5.5956 -4.4981
H 1.7706 -4.6209 -3.3708
H 0.6445 -3.8291 -4.4942
H 3.0284 -3.5828 -5.2510
H 1.4399 -5.5148 -7.0258
H 2.7639 -4.4875 -7.5535
H 1.2422 -3.7488 -7.0105
H 2.9479 -6.4194 -5.3596

Atoms 1-6, force components in eV/Å:
0.929 -0.520 0.114
0.721 0.590 0.532
1.251 0.796 0.712
-2.690 2.146 1.244
2.089 -3.735 -3.725
0.719 0.489 0.524

***

(2)
Density functional theory data (ωB97M-V/def2-TZVPD) for C37H87BNO8S8 as an isolated structure at a distorted geometry.

## Properties
- E (a.u.) = -5328.5167
- E_LUMO (eV) = 1.4
- ΔE to the lowest compared entry with this formula, charge and spin (kJ/mol) = 891.8
- E_HOMO (eV) = -3.4
- net charge = -1

CARTESIAN COORDINATES (ANGSTROEM)
C -5.0533 -1.5694 -1.6457
C -4.6877 -0.7806 -2.9690
C -4.7899 0.7776 -2.7119
C -4.5057 1.5483 -4.0553
C -3.2562 2.4996 -3.9914
C -1.9799 1.8065 -3.3802
C -1.4117 0.6592 -4.2810
C -0.2815 -0.2317 -3.6339
C -0.1255 -0.1039 -2.0839
C 1.0727 -1.0251 -1.5696
C 0.5895 -2.0733 -0.5052
C 0.6067 -1.5692 0.9854
C 1.7720 -2.2496 1.8087
C 3.2081 -1.8472 1.3221
C 4.2146 -1.6958 2.5469
C 4.2940 -0.1570 2.8315
O 3.0436 0.4200 3.2278
B 2.9714 0.1472 4.6987
O 4.3656 -0.1666 5.1486
C 5.1772 0.2846 4.0686
C 5.7857 1.7238 4.1008
C 5.0535 2.7975 3.2184
C 4.4605 4.0198 4.0335
S 2.8657 3.6031 4.8323
C 1.5399 4.1603 3.7440
S 1.7507 5.4738 2.7200
N 0.2874 3.3987 3.7645
C -0.0194 3.0438 2.3657
C -1.0410 1.8667 2.2162
C -0.7524 4.2614 4.3725
C -1.9616 3.4416 4.9574
H -5.8990 -2.2678 -1.8495
H -4.2190 -2.1833 -1.2485
H -5.3901 -0.8099 -0.9007
H -5.3449 -1.1079 -3.8108
H -3.6370 -0.9622 -3.3008
H -5.8376 0.9552 -2.3578
H -4.1074 1.0412 -1.8758
H -5.4093 2.1823 -4.2615
H -4.3982 0.8484 -4.9146
H -3.0172 2.7926 -5.0505
H -3.5480 3.4384 -3.4658
H -2.2188 1.5268 -2.3321
H -1.1949 2.6057 -3.3248
H -0.9565 1.1639 -5.1742
H -2.2519 0.0157 -4.6256
H -0.5601 -1.2972 -3.8372
H 0.7040 0.0112 -4.0948
H -1.0433 -0.5332 -1.6065
H 0.0106 0.9323 -1.7052
H 1.9649 -0.4358 -1.2680
H 1.3800 -1.6214 -2.4728
H 1.2527 -2.9707 -0.5592
H -0.4363 -2.4048 -0.7951
H -0.3371 -1.9550 1.4625
H 0.6038 -0.4633 1.1003
H 1.6440 -2.0640 2.9057
H 1.6712 -3.3554 1.6439
H 3.2542 -0.8810 0.7682
H 3.6142 -2.6676 0.6793
H 5.2115 -2.1466 2.3383
H 3.7646 -2.2642 3.3919
H 4.7998 0.3300 1.9436
H 2.5148 0.9965 5.4143
H 2.2333 -0.8313 4.7550
H 6.0331 -0.4614 4.0622
H 5.8293 2.0561 5.1724
H 6.8569 1.6750 3.7741
H 5.8393 3.2631 2.5603
H 4.2748 2.4007 2.5346
H 4.3926 4.9233 3.3745
H 5.1707 4.3060 4.8524
H 0.9419 2.6964 1.9107
H -0.4068 3.9196 1.7826
H -0.6496 0.8749 2.5288
H -1.2693 1.7833 1.1186
H -2.0216 2.0420 2.7139
H -1.1143 4.9843 3.5981
H -0.2930 4.8231 5.2218
H -1.8536 2.3412 4.7948
H -2.8701 3.7345 4.3685
H -2.1967 3.6526 6.0212
C 9.3052 -2.3690 0.5622
S 8.4000 -3.9093 0.3153
O 6.9528 -3.5658 0.2448
C 8.7132 -4.5776 1.9606
H 9.2082 -1.7678 -0.3407
H 8.8860 -1.8237 1.4088
H 10.3588 -2.5902 0.7394
H 8.3318 -3.8919 2.7185
H 9.7855 -4.7292 2.0941
H 8.1994 -5.5343 2.0452
C 3.2571 -1.8256 -7.3617
S 1.6590 -1.6684 -6.5418
O 1.6505 -2.6249 -5.3968
C 0.6929 -2.4085 -7.8699
H 4.0257 -1.4530 -6.6858
H 3.4540 -2.8731 -7.5947
H 3.2555 -1.2287 -8.2750
H 1.0516 -3.4198 -8.0701
H 0.7773 -1.7918 -8.7659
H -0.3491 -2.4479 -7.5541
C 2.4533 1.2517 -11.6160
S 0.8529 1.4142 -10.8017
O 0.8398 0.4616 -9.6534
C -0.1127 0.6686 -12.1288
H 3.2203 1.6257 -10.9392
H 2.6494 0.2033 -11.8446
H 2.4576 1.8448 -12.5313
H 0.2447 -0.3432 -12.3251
H -0.0275 1.2798 -13.0282
H -1.1550 0.6311 -11.8147
C -6.8243 2.1273 6.6430
S -5.6739 3.3377 7.3241
O -5.1547 4.1473 6.1841
C -4.3932 2.1499 7.7691
H -7.6951 2.6601 6.2624
H -6.3466 1.5796 5.8288
H -7.1358 1.4387 7.4295
H -4.0717 1.6003 6.8822
H -4.7819 1.4605 8.5200
H -3.5473 2.6970 8.1838
C -5.0863 -1.7800 2.9225
S -4.2416 -0.1893 3.0077
O -4.0296 0.1250 4.4520
C -5.6387 0.8005 2.4435
H -4.4000 -2.5491 3.2736
H -5.9728 -1.7645 3.5587
H -5.3660 -1.9896 1.8888
H -6.4907 0.6549 3.1096
H -5.9021 0.5104 1.4254
H -5.3426 1.8492 2.4559
C -2.4075 -3.6122 1.4030
S -4.1961 -3.8128 1.2946
O -4.7948 -2.4461 1.2271
C -4.4241 -4.4159 2.9786
H -2.0508 -3.2030 0.4584
H -2.1586 -2.9255 2.2130
H -1.9421 -4.5834 1.5753
H -4.0490 -3.6794 3.6905
H -3.8950 -5.3617 3.1013
H -5.4892 -4.5732 3.1456

Atoms 1-6, force components in eV/Å:
-0.158 0.262 -0.946
0.374 0.304 0.737
-0.638 -1.187 -0.934
-0.221 0.819 0.644
0.033 -0.651 -0.701
-0.109 1.104 -0.380

***

(3)
Density functional theory data (ωB97M-V/def2-TZVPD) for a 10-piece molecular cluster, C37H91IN9O13P3Si overall at a distorted geometry.

## Properties
- E (a.u.) = -4546.6632
- structure (SMILES) = CP(C)[PH](CCCI)(CCO[Si](C)(C)C)P(=O)(O)O.CN(C)C=O.CN(C)C=O.CN(C)C=O.CN(C)C=O.CN(C)C=O.CN(C)C=O.CN(C)C=O.CN(C)C=O.CN(C)C=O
- E_LUMO (eV) = 0.4
- E_HOMO (eV) = -7.0

CARTESIAN COORDINATES (ANGSTROEM)
C -1.6916 2.1561 5.8860
P -2.5828 3.7424 5.5698
C -3.9071 3.9890 6.8418
P -3.5533 3.7927 3.4949
C -4.1597 2.0251 3.5385
C -3.2911 0.9063 2.9523
C -3.2289 0.7855 1.4349
I -5.1353 0.5082 0.5053
C -1.9874 4.5191 2.8156
C -0.7992 3.5777 2.6115
O -0.1551 3.9521 1.3850
Si 1.2586 3.0962 1.0805
C 1.1515 1.2713 1.4857
C 1.5378 3.2214 -0.7731
C 2.6705 3.8830 2.0215
P -4.5431 4.2598 1.4972
O -3.8224 3.8388 0.2752
O -4.6756 5.8868 1.4720
O -6.0731 3.7406 1.4629
H -2.3451 1.2966 6.0124
H -0.9989 1.9518 5.0779
H -1.1075 2.2565 6.7938
H -3.6654 3.4372 7.7415
H -4.9088 3.7566 6.4882
H -3.8975 5.0393 7.0971
H -4.4475 4.7428 4.0675
H -4.2986 1.8172 4.5922
H -5.1453 1.9198 3.0945
H -2.2702 0.9043 3.3227
H -3.7255 -0.0301 3.2870
H -2.7059 -0.1308 1.1917
H -2.6596 1.5757 0.9663
H -2.1484 5.0676 1.8977
H -1.6778 5.2561 3.5417
H -0.0913 3.7624 3.4163
H -1.0580 2.5290 2.5238
H 1.7580 0.7462 0.7522
H 1.5915 1.0532 2.4521
H 0.1618 0.8398 1.4311
H 0.5517 3.2118 -1.2291
H 2.1104 2.3800 -1.1426
H 1.9982 4.1635 -1.0536
H 3.5087 3.1924 2.0071
H 2.9548 4.8301 1.5726
H 2.4089 4.0460 3.0644
H -4.8091 6.1043 0.5326
H -6.3146 3.6118 0.5253
C -0.7601 -3.2632 -2.3914
N -1.1721 -2.9518 -1.0308
C -1.9871 -3.9180 -0.3106
C -0.8256 -1.8152 -0.4299
O -1.1425 -1.4784 0.7043
H -1.6340 -3.4066 -3.0156
H -0.1711 -4.1778 -2.4017
H -0.1601 -2.4475 -2.7956
H -2.9373 -3.4660 -0.0254
H -1.4738 -4.2287 0.5987
H -2.1698 -4.7848 -0.9394
H -0.1989 -1.1693 -1.0703
C -3.0476 -7.2963 -6.7504
N -2.5232 -6.1954 -5.9684
C -2.3930 -4.8874 -6.5821
C -2.1424 -6.3444 -4.6951
O -1.6817 -5.4471 -4.0016
H -2.4103 -7.4692 -7.6166
H -4.0603 -7.0596 -7.0882
H -3.0753 -8.2027 -6.1537
H -1.3495 -4.5662 -6.5628
H -2.9836 -4.1525 -6.0331
H -2.7381 -4.9328 -7.6116
H -2.2776 -7.3661 -4.3142
C 0.7611 -7.2634 3.4734
N -0.3255 -7.2554 2.5143
C -0.2085 -8.0569 1.3069
C -1.4425 -6.5263 2.7090
O -2.3790 -6.4743 1.9392
H 1.6802 -6.9027 3.0057
H 0.9289 -8.2767 3.8445
H 0.5207 -6.6176 4.3147
H -0.2773 -7.4152 0.4274
H -1.0183 -8.7854 1.2625
H 0.7463 -8.5761 1.3076
H -1.4250 -5.9563 3.6542
C 2.6819 -6.1746 -6.7564
N 1.5787 -7.0931 -6.9717
C 1.5123 -7.8499 -8.2083
C 0.6135 -7.2696 -6.0590
O -0.3422 -8.0197 -6.2016
H 2.6895 -5.4135 -7.5402
H 3.6264 -6.7204 -6.7797
H 2.5856 -5.6899 -5.7895
H 0.5871 -7.6218 -8.7398
H 1.5248 -8.9194 -7.9947
H 2.3622 -7.5955 -8.8358
H 0.7575 -6.6622 -5.1521
C 2.6324 1.0059 -4.0514
N 3.4195 -0.0002 -3.3567
C 4.3411 0.4132 -2.3128
C 3.3222 -1.3097 -3.6432
O 3.9515 -2.1908 -3.0837
H 3.2968 1.7190 -4.5425
H 2.0107 1.5377 -3.3290
H 1.9934 0.5504 -4.8013
H 5.3571 0.1097 -2.5674
H 4.0740 -0.0608 -1.3669
H 4.3020 1.4937 -2.2005
H 2.5970 -1.5222 -4.4471
C 2.7888 -6.4314 -0.1176
N 2.8931 -6.1370 -1.5323
C 2.9420 -4.7499 -1.9767
C 2.9530 -7.1126 -2.4552
O 3.0550 -6.9257 -3.6527
H 1.8754 -5.9911 0.2898
H 3.6507 -6.0167 0.4100
H 2.7642 -7.5073 0.0425
H 2.1103 -4.5416 -2.6492
H 3.8682 -4.5615 -2.5188
H 2.8850 -4.0894 -1.1153
H 2.9101 -8.1257 -2.0189
C 0.2564 6.4810 9.1026
N 0.2493 5.0561 9.3628
C -0.0442 4.5770 10.7027
C 0.5053 4.1535 8.3985
O 0.5075 2.9481 8.5626
H 1.0064 6.9739 9.7252
H -0.7233 6.9090 9.3245
H 0.4902 6.6666 8.0568
H 0.7950 3.9950 11.0843
H -0.9233 3.9323 10.6853
H -0.2279 5.4230 11.3598
H 0.7133 4.6139 7.4178
C 3.1610 10.1622 0.9496
N 3.3082 8.7804 1.3610
C 3.1550 8.4336 2.7643
C 3.5826 7.7977 0.4864
O 3.7144 6.6267 0.7891
H 3.9011 10.7859 1.4549
H 2.1626 10.5250 1.2013
H 3.3048 10.2487 -0.1249
H 4.0706 7.9747 3.1381
H 2.3424 7.7163 2.8849
H 2.9367 9.3299 3.3388
H 3.6785 8.1540 -0.5533
C -1.0061 4.3635 -3.6188
N -0.4628 3.8566 -4.8640
C -0.4102 4.7034 -6.0425
C -0.0040 2.5972 -4.9348
O 0.4784 2.0798 -5.9272
H -2.0514 4.6514 -3.7420
H -0.4282 5.2281 -3.2865
H -0.9413 3.5816 -2.8675
H -0.9852 4.2538 -6.8523
H 0.6212 4.8125 -6.3793
H -0.8202 5.6813 -5.8053
H -0.1110 2.0497 -3.9832

Atoms 1-6, force components in eV/Å:
-0.715 -0.090 0.344
1.373 0.935 0.354
0.068 -0.268 -0.513
-0.124 -0.205 0.924
0.110 -0.160 -0.253
-0.379 -0.067 -0.496